{"formula": "C5H7ClSe", "method": "ωB97M-V with the def2-TZVPD basis set", "charge": 0, "homo_ev": -8.52, "smiles": "Cl/C=C1/CC[Se]C1", "orbital_gap_ha": 0.3399, "species": ["Se", "Cl", "C", "C", "C", "C", "C", "H", "H", "H", "H", "H", "H", "H"], "coordinates": [[-1.96178, -1.01398, 0.68214], [3.05006, -1.13665, 0.39928], [-0.30936, 1.10635, -0.27646], [-0.11971, -1.27954, 0.90079], [-1.58278, 0.35981, -0.73205], [0.57767, 0.01845, 0.10436], [1.88307, 0.13175, -0.13875], [-1.43268, -0.03482, -1.69900], [-2.34584, 0.97748, -0.85307], [0.10064, -1.39495, 1.96974], [0.39299, -2.18976, 0.42960], [-0.65678, 1.60942, 0.60598], [2.32402, 1.03034, -0.51624], [0.08048, 1.81609, -0.87630]], "forces_ev_per_angstrom": [[-1.1, 0.8, -1.3], [-0.8, 1.0, -0.5], [-3.3, -2.9, 2.4], [3.4, 0.5, -1.8], [2.9, -1.6, 0.8], [1.6, -2.1, 2.1], [-0.1, -1.6, 1.2], [0.3, -1.2, -1.0], [-3.7, 2.7, 0.0], [0.3, 0.7, -0.3], [-1.2, 1.1, 0.4], [0.1, 0.5, 0.8], [0.4, 0.1, -0.4], [1.3, 2.0, -2.5]]}

---

{"formula": "C4H12NOPS", "method": "ωB97M-V with the def2-TZVPD basis set", "charge": 0, "homo_ev": -9.02, "smiles": "CCO[P@](N)(=S)CC", "orbital_gap_ha": 0.3634, "species": ["S", "P", "O", "N", "C", "C", "C", "C", "H", "H", "H", "H", "H", "H", "H", "H", "H", "H", "H", "H"], "coordinates": [[-2.48597, 1.39131, 0.35473], [-1.24834, -0.00101, -0.14551], [0.23908, 0.69845, -0.93272], [-1.82116, -1.03476, -1.32935], [0.26072, -2.27961, 0.33704], [0.72355, 1.96764, -0.66270], [-0.60957, -1.28179, 1.04927], [1.72001, 1.88894, 0.53271], [0.73364, -2.76180, 1.18641], [-1.03589, -1.39110, -1.89780], [1.05380, -1.72479, -0.23177], [1.14953, 2.24924, -1.53120], [-0.22780, -3.05188, -0.18441], [-1.52624, -1.70234, 1.34627], [-2.44281, -0.54320, -1.95271], [-0.29445, -0.76657, 2.08803], [2.74989, 1.77093, 0.24930], [1.52578, 1.09083, 1.07547], [1.59238, 2.86963, 1.14119], [-0.05616, 2.61187, -0.49223]], "forces_ev_per_angstrom": [[0.2, -0.4, 0.2], [2.5, 1.3, -0.7], [-3.2, -3.5, 0.7], [1.0, 0.0, -0.6], [2.3, 1.4, 1.7], [1.2, -2.0, 3.1], [-0.4, 3.2, 1.0], [-0.1, 5.7, -2.1], [0.7, -0.5, -0.2], [-0.6, 0.0, 0.4], [-0.7, -0.9, 0.2], [1.8, 1.2, -2.8], [-0.8, -0.5, -1.0], [-1.4, -0.9, 0.3], [-0.3, 0.1, -0.1], [0.1, -1.1, -2.6], [0.5, 0.3, -0.5], [-1.4, -3.6, 2.9], [0.5, -1.8, -0.7], [-2.0, 1.7, 0.8]]}

---

{"formula": "C11H20N2O3Os", "method": "ωB97M-V with the def2-TZVPD basis set", "charge": 4, "homo_ev": [-23.61, -23.61], "orbital_gap_ha": [0.2593, 0.2592], "species": ["Os", "O", "O", "O", "N", "N", "C", "C", "C", "C", "C", "C", "C", "C", "C", "C", "C", "H", "H", "H", "H", "H", "H", "H", "H", "H", "H", "H", "H", "H", "H", "H", "H", "H", "H", "H", "H"], "coordinates": [[0.56390, 0.26340, 0.10901], [1.40900, 0.95711, 1.71413], [1.55952, -1.41420, 0.62768], [-0.96218, -0.91841, 0.09426], [2.91937, 2.23015, -4.98497], [1.48058, 0.77755, -1.41776], [-0.69726, -2.33661, 0.56899], [1.02051, 2.00928, -1.94891], [2.92038, 0.50955, -3.31831], [2.54598, 0.08456, 2.17654], [-2.39335, -0.68960, -0.39584], [1.46085, 2.51222, -3.10482], [2.44321, 0.05375, -2.15470], [0.74665, -2.61331, 0.25362], [2.45899, 1.77705, -3.86810], [2.07282, -1.33151, 2.03576], [0.78839, 1.88668, 2.76999], [0.29325, 2.55300, -1.34068], [0.92376, -2.72757, -0.81521], [0.53784, 1.25590, 3.61873], [-0.94425, -2.33343, 1.63057], [3.66586, -0.07387, -3.84813], [-2.49676, -1.26328, -1.31302], [1.26806, -1.60184, 2.72094], [3.61923, 1.72711, -5.53057], [2.78565, 0.35885, 3.20397], [1.14371, -3.47788, 0.78824], [2.77981, -0.87304, -1.71108], [-0.09030, 2.32734, 2.30465], [-2.49166, 0.38142, -0.55687], [-3.04080, -1.03661, 0.40652], [2.60945, 3.11693, -5.38276], [1.08375, 3.46605, -3.45729], [2.90205, -2.03823, 2.10031], [3.38021, 0.32592, 1.51967], [1.55081, 2.63033, 2.98844], [-1.36987, -3.00381, 0.02952]], "forces_ev_per_angstrom": [[0.2, 0.4, 0.2], [-0.2, -0.2, 0.2], [-0.2, 0.1, -0.1], [-0.1, -0.5, -0.3], [0.0, 0.0, 0.0], [-0.3, 0.0, -0.1], [0.1, 0.1, 0.1], [0.0, 0.0, 0.0], [0.0, 0.0, 0.0], [0.0, 0.2, 0.0], [0.1, 0.1, 0.2], [0.0, 0.0, 0.0], [0.1, 0.0, 0.0], [0.1, 0.0, 0.0], [0.0, 0.0, 0.0], [0.1, -0.1, -0.1], [0.2, 0.1, -0.2], [0.0, 0.0, 0.0], [0.0, -0.1, 0.0], [0.0, 0.0, 0.0], [0.0, 0.0, 0.0], [0.0, 0.0, 0.0], [0.0, 0.0, 0.0], [0.0, 0.0, 0.0], [0.0, 0.0, 0.0], [0.0, -0.1, 0.0], [0.0, 0.0, 0.0], [0.0, 0.0, 0.0], [0.0, 0.0, 0.0], [0.0, 0.0, 0.0], [0.0, 0.0, 0.0], [0.0, 0.0, 0.0], [0.0, 0.0, 0.0], [0.0, 0.0, 0.1], [0.0, 0.0, 0.0], [0.0, 0.0, 0.0], [0.0, 0.0, 0.0]]}

---

{"formula": "C4H6", "method": "ωB97M-V with the def2-TZVPD basis set", "charge": 0, "homo_ev": -9.62, "orbital_gap_ha": 0.3875, "species": ["C", "C", "C", "C", "H", "H", "H", "H", "H", "H"], "coordinates": [[-0.35883, -1.63223, -0.16435], [0.27964, -0.70052, 1.18846], [-0.22251, 0.90872, -1.12519], [-0.26306, -0.41518, -0.48521], [-0.45634, -0.90713, 1.96551], [0.49305, 0.37802, 1.23092], [-0.58659, 0.77117, -2.14736], [0.79730, 1.30815, -1.16979], [-0.86838, 1.63752, -0.62207], [1.22168, -1.21458, 1.38352]], "forces_ev_per_angstrom": [[0.0, 0.6, -0.3], [0.2, 0.1, 0.5], [0.0, 0.0, -0.1], [0.0, -0.5, 0.0], [0.1, 0.0, -0.2], [0.0, -0.1, 0.0], [0.1, 0.1, 0.1], [-0.2, -0.1, 0.0], [0.1, -0.2, -0.1], [-0.2, 0.1, -0.1]]}

---

{"formula": "C26H33BN6O8PSSr", "method": "ωB97M-V with the def2-TZVPD basis set", "charge": 1, "homo_ev": -9.69, "orbital_gap_ha": 0.2722, "species": ["Sr", "S", "P", "O", "O", "O", "O", "O", "O", "O", "O", "N", "N", "N", "N", "N", "N", "C", "C", "C", "C", "C", "C", "C", "C", "C", "C", "C", "C", "C", "C", "C", "C", "C", "C", "C", "C", "C", "C", "C", "C", "C", "C", "B", "H", "H", "H", "H", "H", "H", "H", "H", "H", "H", "H", "H", "H", "H", "H", "H", "H", "H", "H", "H", "H", "H", "H", "H", "H", "H", "H", "H", "H", "H", "H", "H", "H"], "coordinates": [[-0.23798, 0.79325, -0.03427], [-0.57028, 1.85795, 2.26923], [-3.99228, 0.23515, -2.45337], [-1.44308, 2.11035, 1.11323], [-0.09388, -2.25235, -2.36897], [-0.16378, 3.08765, -3.04337], [-3.46858, 0.17115, -1.01817], [-0.18748, -1.61025, -0.21947], [-0.58878, 2.84995, 3.30193], [1.93762, 3.75675, -3.52217], [-5.39328, 0.57715, -2.70787], [2.80422, 1.26865, -0.14037], [-3.22698, -2.19585, -1.75597], [-2.61078, 2.48405, -2.24327], [0.31202, 3.32785, -0.43057], [1.24472, 3.72325, -1.39927], [0.83212, 1.55895, 1.62403], [3.76502, 1.17025, -1.02977], [0.34272, -4.66985, -1.94687], [-3.50978, -1.51355, -3.03087], [0.51162, -5.57835, -0.91127], [-1.94988, -2.23275, 3.79243], [0.10132, -3.35605, -1.58597], [-0.91318, -1.54765, 4.41673], [2.41702, 1.80675, 3.44373], [0.03392, -2.95515, -0.24897], [4.76682, 1.55955, 2.97483], [-2.41858, -3.55665, 4.31383], [1.68982, 3.54205, -4.91307], [-2.56828, -1.64675, 2.69013], [0.43522, -5.18485, 0.41993], [-1.13198, 0.26245, 2.86123], [3.13262, 1.39475, 1.16123], [5.48262, 1.25235, 0.62373], [-2.16928, -0.40255, 2.22813], [2.08112, 1.58915, 2.11833], [4.48212, 1.39505, 1.60743], [5.12632, 1.16275, -0.69607], [-2.79198, 1.43635, -3.26507], [3.74502, 1.78205, 3.86233], [0.19472, -3.86575, 0.77713], [-0.50408, -0.31005, 3.95143], [0.94612, 3.48045, -2.68407], [-0.23328, -1.13135, -1.55447], [0.74192, 3.01915, -5.04777], [3.43512, 1.10205, -2.05997], [-3.98658, -2.80965, -1.45837], [-2.62928, -1.50835, -3.66867], [-0.42448, -1.98265, 5.27593], [0.14752, -3.55865, 1.80933], [-1.64328, 2.90135, -2.35277], [2.51212, 2.94715, -5.30407], [0.41262, -4.96655, -2.97977], [0.29942, 0.21975, 4.44103], [-3.33838, -3.42085, 4.88333], [-3.19868, -1.29545, -1.08947], [2.18622, 3.99405, -1.14177], [-2.63268, -4.24295, 3.49603], [-1.81698, 0.97345, -3.44547], [0.72822, 2.75655, 0.31873], [-1.67898, -4.00605, 4.97243], [1.66052, 4.50365, -5.42327], [6.51982, 1.23335, 0.93123], [-2.70168, 0.07565, 1.41613], [-0.08638, 4.13875, 0.04323], [-2.33148, -2.68675, -1.74367], [3.96442, 1.95435, 4.90553], [5.86762, 1.07835, -1.47477], [0.58092, -5.91785, 1.19763], [0.71782, -6.61095, -1.14727], [-2.66298, 1.99145, -1.33097], [-3.39268, -2.15865, 2.21173], [-4.34208, -1.97415, -3.55937], [1.62302, 2.02965, 4.14223], [-3.19908, 1.85975, -4.18097], [-3.34528, 3.19595, -2.28227], [5.79662, 1.53915, 3.29873]], "forces_ev_per_angstrom": [[-0.1, -3.7, -6.9], [-0.3, 0.8, 3.5], [0.5, -0.4, -0.7], [-1.7, 1.7, 1.9], [0.0, -0.5, -0.8], [0.2, -0.1, -0.1], [0.5, 0.2, 0.4], [0.1, -0.4, 1.0], [0.1, -0.3, -0.1], [0.1, 0.0, 0.6], [-0.3, 0.1, -0.4], [-0.6, -0.1, -0.3], [0.1, 0.1, 0.8], [0.5, 0.4, 0.5], [0.1, 0.8, -0.3], [0.3, 0.0, 0.4], [-0.4, 1.3, 2.1], [-0.3, 0.0, 0.0], [-0.1, 0.4, 0.0], [-0.5, 0.9, -0.4], [0.0, -0.1, 0.1], [-0.1, 0.0, -0.1], [0.0, -0.1, 0.8], [0.1, 0.2, -0.1], [-0.5, -0.1, -0.6], [0.2, -1.2, -0.5], [-0.1, 0.1, 0.3], [0.0, 0.0, 0.0], [-0.2, -0.1, -0.5], [0.1, 0.0, 0.1], [0.0, -0.1, -0.1], [0.0, 0.5, 0.0], [0.4, 0.2, 0.7], [-0.1, 0.0, -0.2], [-0.3, 0.1, -0.1], [2.0, 0.1, 1.5], [-0.4, -0.1, -0.2], [0.2, -0.1, 0.2], [-0.7, -0.9, -0.1], [0.7, -0.1, 0.0], [-0.1, 0.4, 0.0], [0.3, 0.0, 0.3], [-0.7, 0.1, -0.4], [-0.1, -0.3, -2.1], [0.2, 0.1, 0.0], [0.1, -0.1, -0.1], [0.2, 0.0, -0.1], [0.1, 0.0, 0.1], [0.0, 0.0, 0.1], [0.0, 0.1, 0.2], [-0.3, 0.1, 0.0], [0.0, 0.0, 0.1], [0.0, 0.0, -0.2], [0.1, 0.0, 0.1], [0.0, -0.1, 0.0], [0.1, -0.6, 0.0], [-0.2, -0.1, 0.0], [0.0, -0.1, 0.0], [-0.2, 0.0, 0.1], [0.8, 0.8, -0.3], [0.0, -0.1, 0.0], [0.0, 0.0, 0.1], [0.1, 0.0, 0.0], [-0.1, -0.1, -0.1], [0.0, -0.1, -0.3], [-0.1, -0.1, -0.1], [0.0, 0.0, 0.1], [0.1, 0.0, -0.1], [0.0, -0.1, 0.1], [0.0, -0.1, 0.0], [-0.2, 0.4, -0.1], [0.0, 0.0, -0.1], [0.0, 0.0, 0.1], [0.0, 0.0, 0.1], [0.0, 0.0, 0.1], [0.2, -0.2, 0.1], [0.1, 0.0, 0.1]]}

---

{"formula": "C6H12N", "method": "ωB97M-V with the def2-TZVPD basis set", "charge": 1, "homo_ev": -12.82, "orbital_gap_ha": 0.3090, "species": ["N", "C", "C", "C", "C", "C", "C", "H", "H", "H", "H", "H", "H", "H", "H", "H", "H", "H", "H"], "coordinates": [[0.88419, -0.54281, -0.58028], [-0.89467, 1.03790, -0.48556], [-2.11851, 1.29202, 0.24380], [2.91279, 0.44283, 0.22961], [-0.60755, -0.38139, -0.76833], [-1.34246, -1.50109, 0.02144], [1.56690, 0.40360, -0.07701], [-1.27632, -1.20719, 1.09578], [0.90387, 1.32321, -0.04998], [-2.91939, 0.62782, 0.08354], [1.31788, -1.45582, -0.44154], [3.39762, 1.44368, 0.06075], [3.53773, -0.40595, -0.06205], [-1.62406, 0.94356, 1.12621], [3.07050, 0.48384, 1.33700], [-2.38835, -1.56907, -0.22079], [-2.49656, 2.29021, 0.45897], [-0.91798, -0.63524, -1.77629], [-1.00563, -2.59012, -0.19526]], "forces_ev_per_angstrom": [[0.1, -1.2, 0.7], [-0.9, 0.5, 0.1], [0.1, 0.8, -1.6], [4.1, 0.4, 2.2], [-0.6, -1.2, 0.5], [1.0, -0.9, 1.0], [-2.8, 2.4, -1.0], [0.0, -0.9, -0.5], [0.9, -0.5, 0.2], [-1.2, -1.0, -0.1], [-0.5, -0.3, -0.9], [-0.6, -0.9, -0.7], [-0.1, 0.2, -0.4], [0.6, -0.5, 1.7], [-0.6, -0.2, -0.3], [-0.5, 0.5, -0.3], [0.5, 0.1, -0.4], [0.4, 0.6, -0.8], [0.1, 2.0, 0.5]]}

---

{"formula": "C7H12O", "method": "ωB97M-V with the def2-TZVPD basis set", "charge": 0, "homo_ev": -8.66, "smiles": "C=C/C=C(/C)C=C.O", "orbital_gap_ha": 0.3494, "species": ["O", "C", "C", "C", "C", "C", "C", "C", "H", "H", "H", "H", "H", "H", "H", "H", "H", "H", "H", "H"], "coordinates": [[2.67544, 2.02681, -1.19920], [1.13363, -1.00017, 0.01176], [-1.66079, 1.48923, 0.89934], [-1.77531, -1.31192, -1.42436], [-0.98975, 0.33097, 0.21340], [0.35328, 0.25548, 0.19660], [-1.81416, -0.84859, -0.17402], [1.48871, -1.71609, 1.06741], [-2.45088, -1.16589, 0.66068], [2.12482, -2.59100, 1.03339], [3.25862, 1.40175, -1.64866], [-2.19182, -2.24486, -1.77044], [-2.21629, 1.10602, 1.77236], [-2.47173, 1.85113, 0.26147], [0.84742, 1.15303, 0.53646], [-0.90074, 2.15796, 1.29345], [-1.29740, -0.63770, -2.13711], [1.28018, -1.38218, -0.99290], [3.30868, 2.55258, -0.68554], [1.29808, -1.42653, 2.08591]], "forces_ev_per_angstrom": [[0.7, 0.1, 0.1], [-0.6, 0.1, -0.1], [-0.7, -1.1, 0.0], [0.0, 0.5, 0.4], [0.6, -0.5, 0.4], [-1.0, 0.0, 0.2], [0.0, 0.8, 0.1], [0.9, -0.2, 0.2], [0.2, -0.7, -0.5], [-0.2, -0.2, -0.5], [-0.3, 0.0, 0.0], [-0.4, 0.1, 0.0], [0.3, -0.1, -0.1], [0.4, 0.8, 0.0], [0.5, -0.1, 0.0], [-0.4, 0.6, -0.4], [0.3, -0.6, -0.1], [0.4, 0.1, 0.0], [-0.4, -0.1, -0.1], [-0.3, 0.5, 0.2]]}